{
  "formula": "C12H23N5O4",
  "method": "ωB97M-V/def2-TZVPD",
  "symbols": ["C", "N", "C", "O", "C", "C", "C", "N", "O", "N", "C", "C", "O", "H", "H", "H", "H", "H", "H", "H", "H", "H", "H", "H", "H", "H", "O", "C", "N", "C", "C", "N", "C", "C", "H", "H", "H", "H", "H", "H", "H", "H", "H", "H"],
  "coordinates": [[0.9621, -7.1155, 0.7971], [0.4016, -5.8050, 1.1247], [0.1395, -4.8532, 0.2178], [0.3976, -5.0137, -0.9697], [-0.4345, -3.5126, 0.7292], [-0.2081, -2.3275, -0.2332], [-0.9221, -1.0541, 0.1904], [-0.4204, 0.0931, -0.2023], [-1.9322, -1.0644, 0.8695], [0.0883, -3.1756, 2.0628], [-0.5536, -3.2082, 3.2297], [-2.0198, -3.5849, 3.2898], [0.0554, -2.9760, 4.2609], [1.9023, -6.9887, 0.2562], [1.1453, -7.6881, 1.7074], [0.2691, -7.6653, 0.1566], [0.2213, -5.5927, 2.0943], [-1.5128, -3.6618, 0.7880], [-0.5808, -2.5925, -1.2222], [0.8605, -2.1337, -0.3171], [0.4064, 0.1217, -0.7654], [-0.9099, 0.9156, 0.1069], [1.0562, -2.9023, 2.1273], [-2.1669, -4.5769, 2.8701], [-2.6005, -2.8504, 2.7337], [-2.3429, -3.5795, 4.3294], [1.1847, 5.5367, -4.7559], [0.7010, 6.1363, -3.8042], [0.7209, 5.6126, -2.5160], [1.3712, 4.3282, -2.2123], [0.5488, 3.5223, -1.1974], [0.2127, 4.3585, -0.0298], [-0.5580, 5.5653, -0.3883], [0.2288, 6.4219, -1.3946], [0.2520, 7.1092, -3.9804], [2.3700, 4.5199, -1.8073], [1.4935, 3.7181, -3.1133], [-0.3711, 3.1686, -1.6773], [1.1187, 2.6440, -0.8779], [1.0570, 4.6124, 0.4857], [-0.7750, 6.1542, 0.5094], [-1.5159, 5.2717, -0.8330], [1.0812, 6.8854, -0.8872], [-0.4216, 7.2268, -1.7525]],
  "forces_ev_per_angstrom": [[-0.15, 0.37, -0.37], [-0.20, -0.24, 1.11], [0.88, 0.39, -1.22], [-0.37, 0.10, 0.22], [-0.02, 0.50, 0.55], [0.17, -0.47, 0.00], [-0.99, -1.69, 1.07], [1.06, 1.22, -0.79], [-0.51, -0.54, 0.31], [-0.09, -0.33, -2.05], [-0.69, -0.18, 1.87], [0.18, 0.26, -0.22], [0.21, 0.19, 0.19], [-0.08, -0.05, 0.02], [-0.10, 0.23, -0.05], [0.11, -0.02, 0.03], [0.08, -0.02, -0.13], [-0.04, 0.11, 0.29], [0.13, -0.10, -0.09], [0.14, -0.05, -0.16], [0.09, 0.35, -0.06], [0.18, 0.22, -0.17], [0.10, -0.02, 0.04], [-0.20, -0.10, -0.13], [-0.11, -0.09, -0.17], [0.20, -0.01, -0.10], [-0.36, 0.43, 0.55], [1.18, -2.16, -0.08], [-0.78, 0.79, -0.80], [-0.19, -0.17, -0.23], [0.15, 1.14, 0.17], [-0.54, -0.34, 0.19], [0.83, -0.30, -0.37], [-0.11, -0.21, 0.11], [-0.36, 0.39, 0.65], [0.04, 0.01, 0.06], [-0.04, 0.54, -0.10], [0.00, 0.13, 0.16], [-0.03, 0.17, 0.05], [-0.29, -0.07, -0.24], [0.09, -0.17, -0.10], [0.16, -0.13, 0.08], [0.02, 0.02, 0.12], [0.22, -0.10, -0.23]],
  "de_lowest_kcal_mol": 0.0,
  "lumo_ha": 0.016,
  "largest_force_ev_per_a": 2.463,
  "total_energy_ev": -28459.0642,
  "smiles": "CNC(=O)[C@H](CC(N)=O)NC(C)=O.O=CN1CCNCC1",
  "homo_lumo_gap_ev": 9.44
}



{
  "formula": "C12H23NO3",
  "method": "ωB97M-V/def2-TZVPD",
  "symbols": ["C", "C", "C", "C", "C", "C", "C", "C", "O", "C", "O", "H", "H", "H", "H", "H", "H", "H", "H", "H", "H", "H", "H", "H", "H", "H", "H", "C", "N", "C", "C", "O", "H", "H", "H", "H", "H", "H", "H"],
  "coordinates": [[-4.6830, 0.3685, 1.3742], [-4.2705, -0.8897, 0.5979], [-2.9556, -1.5020, 1.0764], [-1.6791, -0.6724, 0.8235], [-1.4981, -0.3402, -0.6577], [-0.5040, -1.4375, 1.4559], [-0.1613, -1.0616, 2.9130], [1.0785, -1.9312, 3.1034], [1.7635, -1.8285, 1.8429], [0.9075, -1.3544, 0.8941], [1.3307, -0.9231, -0.1371], [-5.4187, 0.9481, 0.8071], [-5.1566, 0.0985, 2.3236], [-3.8355, 1.0260, 1.5819], [-4.2384, -0.6816, -0.4762], [-5.0564, -1.6441, 0.7268], [-3.0350, -1.6858, 2.1587], [-2.8145, -2.4876, 0.6104], [-1.7939, 0.2709, 1.3752], [-0.6281, 0.2991, -0.8132], [-1.3364, -1.2454, -1.2527], [-2.3692, 0.1942, -1.0472], [-0.7377, -2.5122, 1.5019], [0.1809, -0.0188, 2.9221], [-0.9673, -1.2231, 3.6280], [0.8078, -2.9797, 3.2794], [1.7371, -1.5860, 3.9006], [3.8688, 2.4868, -4.3610], [4.5282, 2.7331, -3.0962], [4.2322, 2.2050, -1.8743], [3.0729, 1.2395, -1.7979], [4.8880, 2.5137, -0.8945], [4.5643, 2.0629, -5.0880], [3.4600, 3.4108, -4.7748], [3.0523, 1.7856, -4.2242], [5.3098, 3.3685, -3.0814], [2.9672, 0.9016, -0.7739], [2.1461, 1.7216, -2.1127], [3.2436, 0.3703, -2.4337]],
  "forces_ev_per_angstrom": [[-0.18, -0.05, -0.16], [-0.17, -0.01, 0.11], [0.12, -0.06, 0.09], [-0.13, -0.01, -0.05], [0.14, 0.11, -0.04], [-0.06, 0.19, 0.50], [0.35, -0.09, -0.41], [-0.35, -0.11, 0.25], [-0.02, 0.14, 0.18], [0.20, 0.11, -0.03], [-0.19, -0.25, -0.14], [0.09, -0.05, 0.10], [0.19, 0.06, -0.03], [-0.07, -0.03, -0.02], [0.10, -0.01, 0.13], [0.09, 0.09, -0.08], [0.00, -0.02, -0.12], [-0.05, 0.14, -0.01], [0.15, -0.06, -0.11], [-0.08, -0.09, 0.02], [-0.10, 0.08, 0.04], [0.06, -0.15, 0.06], [-0.02, 0.04, -0.31], [-0.36, -0.01, 0.20], [0.11, -0.02, -0.01], [0.08, 0.11, 0.01], [0.08, -0.06, -0.18], [0.10, 0.07, 0.06], [-0.03, -0.01, -0.05], [-0.02, -0.01, 0.00], [0.08, 0.07, 0.03], [-0.01, 0.01, 0.01], [-0.02, -0.03, -0.01], [-0.03, -0.02, -0.01], [-0.01, -0.01, -0.01], [0.01, 0.00, 0.01], [0.02, 0.00, 0.01], [-0.02, -0.04, -0.02], [-0.05, -0.01, -0.01]],
  "de_lowest_kcal_mol": 0.0,
  "lumo_ha": 0.030,
  "largest_force_ev_per_a": 0.550,
  "total_energy_ev": -20450.2856,
  "smiles": "CCC[C@H](C)[C@@H]1CCOC1=O.CNC(C)=O",
  "homo_lumo_gap_ev": 10.05
}



{
  "formula": "C12H23NO3Si2",
  "method": "ωB97M-V/def2-TZVPD",
  "symbols": ["C", "C", "C", "O", "O", "C", "C", "Si", "O", "Si", "C", "N", "H", "H", "H", "H", "H", "H", "H", "H", "H", "H", "H", "H", "H", "H", "H", "H", "H", "C", "C", "C", "C", "C", "C", "H", "H", "H", "H", "H", "H"],
  "coordinates": [[1.0411, 1.8868, 6.3261], [-0.2204, 1.2636, 6.9091], [-1.0766, 0.5041, 5.9347], [-2.2558, 0.7785, 5.7374], [-0.5054, -0.6029, 5.3685], [0.2099, -0.4119, 4.1467], [-0.4347, 0.5398, 3.1668], [0.4183, 0.5327, 1.4884], [-0.6028, -0.2193, 0.4048], [-0.4739, 0.0498, -1.2337], [-0.6022, 1.8535, -1.7466], [0.7436, 2.4440, -1.8723], [1.8117, 1.1514, 6.1482], [1.4463, 2.5768, 7.0553], [0.8508, 2.4591, 5.4301], [-0.8374, 2.0286, 7.3519], [0.0654, 0.5735, 7.6949], [1.2385, -0.1288, 4.3444], [0.2476, -1.3915, 3.6885], [-0.4457, 1.5677, 3.5081], [-1.4566, 0.2263, 2.9865], [0.6178, 1.9245, 1.0397], [1.7265, -0.1532, 1.5575], [-1.5722, -0.6964, -1.8776], [0.8359, -0.4803, -1.6864], [-1.1838, 1.9571, -2.6604], [-1.1303, 2.3978, -0.9711], [0.6836, 3.3898, -2.2074], [1.3263, 1.9099, -2.4936], [-0.1237, -3.3747, -7.0340], [0.7153, -3.4758, -5.9335], [0.8023, -2.4276, -5.0288], [0.0467, -1.2808, -5.2236], [-0.7940, -1.1797, -6.3224], [-0.8776, -2.2264, -7.2291], [-0.1907, -4.1919, -7.7398], [1.3013, -4.3723, -5.7804], [1.4583, -2.5045, -4.1715], [0.1129, -0.4641, -4.5156], [-1.3849, -0.2856, -6.4719], [-1.5312, -2.1475, -8.0878]],
  "forces_ev_per_angstrom": [[0.04, 0.00, 0.34], [0.07, -0.02, -0.19], [-2.28, 0.38, -0.09], [2.22, -0.55, 0.20], [-0.11, 0.28, 0.21], [0.07, -0.07, -0.49], [0.32, -0.24, -0.42], [-0.54, 0.05, 0.25], [0.60, 0.49, -0.26], [-0.46, -0.38, 0.00], [0.73, 0.02, 0.02], [-0.27, -0.16, 0.46], [0.16, -0.23, -0.25], [0.12, 0.19, 0.17], [-0.07, 0.08, -0.35], [-0.29, 0.21, 0.10], [0.03, -0.23, 0.20], [0.22, 0.16, 0.22], [0.00, -0.36, 0.04], [-0.08, 0.25, 0.27], [-0.34, 0.06, 0.01], [0.09, 0.02, -0.02], [0.02, -0.09, -0.04], [0.01, -0.08, 0.04], [0.03, 0.06, -0.08], [-0.30, -0.15, -0.20], [-0.24, 0.09, 0.22], [0.12, 0.23, -0.15], [0.13, -0.05, -0.23], [0.00, 0.00, -0.01], [0.01, -0.01, 0.00], [0.02, 0.00, 0.03], [0.00, 0.02, 0.02], [-0.01, 0.02, 0.00], [-0.01, -0.01, -0.01], [0.00, -0.01, -0.01], [0.01, -0.01, 0.00], [0.00, 0.00, 0.02], [0.00, 0.01, 0.01], [-0.01, 0.02, -0.01], [-0.01, 0.00, -0.01]],
  "lumo_ha": 0.029,
  "largest_force_ev_per_a": 2.314,
  "total_energy_ev": -36206.4035,
  "homo_lumo_gap_ev": 10.27
}



{
  "formula": "C12H23O5PSi",
  "method": "ωB97M-V/def2-TZVPD",
  "symbols": ["C", "C", "C", "Si", "C", "C", "C", "C", "C", "C", "C", "C", "O", "C", "O", "P", "O", "O", "O", "H", "H", "H", "H", "H", "H", "H", "H", "H", "H", "H", "H", "H", "H", "H", "H", "H", "H", "H", "H", "H", "H", "H"],
  "coordinates": [[0.0486, 2.4709, 2.3671], [-0.1293, 2.2925, 1.1652], [-0.3723, 2.1788, -0.3801], [-1.0647, 0.4709, -0.8968], [0.2553, -0.8800, -1.1615], [0.8969, -1.4877, 0.1703], [2.4558, -1.1531, 0.3723], [2.6399, -0.2342, 1.6613], [3.6185, 1.0094, 1.4633], [3.3361, 1.8249, 0.1020], [-2.4695, 0.0154, 0.3074], [-2.3979, -1.4464, 0.9188], [-3.7315, -1.7182, 1.4798], [-4.1363, -3.0232, 1.2080], [-5.2998, -3.3393, 1.0551], [-2.0480, 0.8101, -2.8839], [-3.1199, 1.8710, -2.8026], [-0.9434, 1.3414, -4.0426], [-2.7728, -0.6090, -3.4789], [0.5797, 2.3929, 3.3552], [0.5148, 2.5008, -0.9979], [-1.2003, 2.9342, -0.6076], [-0.1250, -1.6921, -1.8645], [1.1167, -0.3826, -1.7310], [0.8337, -2.6209, 0.0696], [0.3573, -1.2243, 1.1237], [2.9783, -2.1427, 0.5974], [2.9425, -0.7557, -0.5652], [1.6649, 0.1911, 2.0659], [3.0330, -0.9097, 2.4947], [4.6963, 0.6972, 1.5737], [3.3601, 1.7448, 2.2981], [3.2978, 2.9316, 0.2992], [2.3554, 1.4562, -0.3485], [4.1314, 1.5320, -0.6604], [-3.4744, 0.1035, -0.2242], [-2.5015, 0.7537, 1.1727], [-1.7110, -1.4117, 1.8300], [-2.0562, -2.2463, 0.2008], [-3.3565, -3.8438, 1.1797], [-0.1279, 0.7974, -4.0557], [-2.0749, -1.1999, -3.8303]],
  "forces_ev_per_angstrom": [[1.16, -1.00, -0.96], [0.19, 0.30, -0.48], [-0.50, 1.15, 1.40], [0.33, -0.32, 0.81], [0.95, 0.12, -0.15], [0.71, -1.15, -0.57], [-0.54, -0.62, 0.92], [0.70, 0.22, 0.25], [-0.94, 0.59, 0.27], [0.25, -1.42, 0.06], [-0.90, -0.64, 0.41], [0.45, 1.26, 1.22], [0.43, -2.12, -1.40], [-1.75, -0.30, 0.12], [2.00, 0.93, 0.45], [-2.65, 1.80, -2.41], [1.82, -1.83, 0.30], [-0.32, -1.55, 1.35], [2.07, 1.27, 0.59], [-1.32, 0.38, -1.48], [-0.76, -0.34, 0.94], [0.96, -0.97, 0.16], [0.35, 0.90, 1.00], [-1.13, -0.56, 0.57], [-0.12, 1.37, 0.22], [0.43, -0.11, -1.14], [-0.60, 1.30, -0.40], [-0.67, -0.19, 1.04], [1.01, -0.65, -0.91], [-0.41, 1.02, -0.98], [-1.11, 0.44, -0.26], [0.63, -1.08, -0.86], [0.12, -1.19, -0.43], [1.13, 0.73, 0.68], [-0.95, 0.78, 0.89], [1.26, -0.05, 0.54], [0.10, -0.85, -1.11], [-0.62, -0.25, -1.38], [-0.52, 0.85, 0.68], [-0.14, 1.18, -0.02], [-0.50, 0.39, -0.07], [-0.59, 0.21, 0.13]],
  "lumo_ha": -0.003,
  "largest_force_ev_per_a": 4.006,
  "total_energy_ev": -40219.6122,
  "smiles": "C#CC[Si@@](CCCCCC)(CCOC=O)P(=O)(O)O",
  "homo_lumo_gap_ev": 9.99
}



{
  "formula": "C12H24Br2OSi",
  "method": "ωB97M-V/def2-TZVPD",
  "symbols": ["C", "C", "C", "C", "C", "C", "C", "C", "C", "Si", "O", "C", "Br", "C", "C", "Br", "H", "H", "H", "H", "H", "H", "H", "H", "H", "H", "H", "H", "H", "H", "H", "H", "H", "H", "H", "H", "H", "H", "H", "H"],
  "coordinates": [[-1.7350, 1.3828, 5.0196], [-2.1417, 0.3092, 3.9972], [-2.3921, 0.8845, 2.6039], [-2.8338, -0.2037, 1.6279], [-3.1939, 0.3835, 0.2540], [-1.9408, 0.6701, -0.5961], [-1.6936, -0.3791, -1.7058], [-0.4177, -1.1971, -1.4621], [0.8503, -0.3751, -1.7846], [2.2617, -1.5845, -1.9718], [2.1381, -2.4721, -3.3733], [4.0053, -0.8588, -1.9037], [5.2079, -1.8852, -0.8180], [4.4747, 0.2275, -2.5345], [5.8312, 0.8231, -2.4884], [3.3257, 1.1790, -3.7215], [-1.5119, 2.3164, 4.5170], [-2.5559, 1.5621, 5.7059], [-0.8856, 1.0629, 5.6103], [-1.3423, -0.4209, 3.9064], [-3.0410, -0.2182, 4.2969], [-3.1882, 1.6217, 2.6774], [-1.4779, 1.3388, 2.2384], [-2.0023, -0.8904, 1.4826], [-3.6793, -0.7516, 2.0303], [-3.8480, -0.2971, -0.2799], [-3.7623, 1.2989, 0.3989], [-1.0773, 0.6573, 0.0630], [-1.9787, 1.6597, -1.0379], [-1.6043, 0.1150, -2.6695], [-2.5455, -1.0442, -1.7970], [-0.4207, -1.5122, -0.4237], [-0.4773, -2.0846, -2.0912], [0.6584, 0.1524, -2.7096], [1.0113, 0.3286, -0.9745], [2.1616, -2.5260, -0.8366], [1.2970, -2.2802, -3.7954], [5.7570, 1.8934, -2.3148], [6.4328, 0.4053, -1.6973], [6.3344, 0.7086, -3.4426]],
  "forces_ev_per_angstrom": [[-0.51, -0.47, -0.08], [0.41, 0.43, -0.36], [-0.35, -0.88, 0.33], [0.08, 0.64, -0.51], [0.34, 0.05, 0.15], [-0.28, -0.43, -0.29], [0.31, 0.19, 0.31], [-0.44, 0.48, -0.41], [-0.31, -0.88, 0.14], [0.32, -0.13, 0.26], [-0.21, 0.45, 0.23], [-0.03, 0.53, -0.41], [-0.04, 0.14, -0.05], [-0.15, -0.78, 0.45], [0.04, 0.40, 0.03], [-0.13, -0.06, 0.01], [0.21, 0.21, -0.01], [-0.09, 0.20, 0.16], [0.21, 0.08, 0.10], [0.06, -0.28, 0.05], [-0.10, -0.16, 0.25], [0.01, 0.37, -0.10], [0.11, 0.40, -0.09], [0.01, -0.38, 0.11], [-0.13, -0.15, 0.18], [-0.14, -0.15, -0.15], [-0.13, 0.15, 0.08], [0.22, 0.19, 0.15], [-0.08, 0.21, -0.01], [0.02, 0.09, -0.22], [-0.21, -0.17, 0.11], [0.16, -0.29, 0.16], [0.12, -0.27, 0.01], [0.16, 0.37, -0.19], [0.24, 0.33, -0.03], [0.12, 0.05, 0.04], [-0.03, -0.19, -0.35], [-0.08, 0.16, 0.02], [0.15, -0.28, 0.15], [0.12, -0.15, -0.18]],
  "lumo_ha": 0.018,
  "largest_force_ev_per_a": 0.998,
  "total_energy_ev": -162844.5376,
  "smiles": "CCCCCCCCC[Si@@H](O)/C(Br)=C(/C)Br",
  "homo_lumo_gap_ev": 9.63
}



{
  "formula": "C12H24BrN3O4P",
  "method": "ωB97M-V/def2-TZVPD",
  "symbols": ["O", "N", "O", "C", "C", "C", "P", "O", "Br", "C", "O", "N", "H", "H", "H", "H", "H", "H", "C", "C", "C", "N", "C", "C", "C", "C", "C", "H", "H", "H", "H", "H", "H", "H", "H", "H", "H", "H", "H", "H", "H", "H", "H", "H", "H"],
  "coordinates": [[1.2941, -0.2910, -1.7154], [1.2463, -1.4386, -1.4733], [2.4335, -2.0542, -1.7928], [2.4270, -3.4535, -1.4147], [3.8948, -3.9271, -1.4202], [4.2693, -3.7470, 0.0602], [5.8018, -4.5223, 0.6775], [6.7585, -3.6274, -0.3074], [5.8842, -3.3319, 2.5799], [2.9818, -4.2256, 0.7166], [2.8141, -4.9983, 1.6128], [1.9627, -3.6534, -0.0597], [1.7782, -3.9918, -2.1073], [4.5121, -3.2879, -2.0526], [3.9017, -4.9690, -1.7500], [4.2811, -2.6645, 0.2328], [7.6527, -4.0030, -0.2993], [1.0504, -4.0710, 0.0667], [-1.1332, 0.0974, 0.3768], [-2.1305, 0.5891, -0.6704], [-2.0137, 2.0439, -1.0961], [-2.5090, 3.1076, -0.1383], [-2.4608, 4.4091, -0.8755], [-3.9216, 2.8369, 0.3329], [-3.7812, 2.1553, 1.6824], [-2.5518, 2.8261, 2.3032], [-1.6562, 3.2067, 1.1212], [-1.3740, 0.4363, 1.3856], [-1.1315, -0.9907, 0.4042], [-0.1256, 0.4220, 0.1294], [-3.1524, 0.3463, -0.3759], [-1.9606, 0.0244, -1.5897], [-2.5915, 2.1920, -2.0085], [-0.9755, 2.3003, -1.3102], [-3.1260, 4.3528, -1.7334], [-1.4403, 4.5886, -1.2037], [-2.7824, 5.2017, -0.2055], [-4.4140, 3.8019, 0.4353], [-4.4389, 2.2525, -0.4244], [-3.6256, 1.0843, 1.5695], [-4.6758, 2.2894, 2.2863], [-2.0371, 2.1701, 3.0014], [-2.8393, 3.7211, 2.8535], [-0.7932, 2.5615, 0.9979], [-1.3025, 4.2309, 1.1981]],
  "forces_ev_per_angstrom": [[-0.01, 0.12, -0.10], [0.11, -0.27, -0.10], [0.03, 0.20, 0.14], [-0.30, -0.18, 0.28], [-0.23, 0.45, 0.08], [-0.63, 0.12, -0.04], [-0.07, 0.07, 0.07], [0.39, -0.29, 0.02], [0.03, -0.08, 0.06], [0.01, 0.07, -0.51], [0.01, 0.07, 0.45], [0.09, -0.46, -0.21], [0.14, 0.13, -0.12], [-0.11, -0.31, -0.14], [0.27, 0.09, 0.05], [0.39, -0.07, 0.11], [-0.15, 0.23, -0.12], [0.03, 0.11, 0.02], [-0.17, 0.06, 0.13], [0.12, -0.12, 0.10], [-0.04, -0.11, -0.08], [0.01, 0.20, -0.02], [-0.03, -0.09, 0.01], [-0.01, -0.10, 0.10], [0.04, -0.05, 0.01], [-0.03, 0.01, -0.03], [0.04, 0.03, 0.13], [0.00, 0.00, -0.01], [0.02, -0.01, -0.02], [0.06, -0.01, 0.02], [-0.04, 0.03, -0.05], [0.03, 0.04, -0.03], [-0.01, 0.06, 0.01], [0.02, -0.02, 0.01], [0.00, 0.02, -0.01], [0.00, 0.01, -0.02], [0.00, 0.02, 0.00], [0.00, 0.02, -0.01], [-0.01, 0.03, -0.03], [0.02, 0.00, -0.02], [-0.01, 0.03, -0.02], [0.03, 0.00, -0.01], [-0.03, 0.01, -0.02], [-0.03, -0.06, -0.02], [0.03, 0.00, -0.03]],
  "charge": 1,
  "lumo_ha": -0.086,
  "largest_force_ev_per_a": 0.647,
  "total_energy_ev": -104817.8656,
  "homo_lumo_gap_ev": 8.76
}